A molecular structure, C17H34O2P2Ti, computed with wB97M-V/def2-TZVPD.

For the energy, the calculation gives -2350.5746 hartree. As for the spin multiplicity: 3. The HOMO energy (alpha / beta) comes out at -6.28 / -7.15 eV. As for the net charge: 0. The LUMO energy (alpha / beta) comes out at 0.272 / 0.015 eV.

Positions of all 56 atoms, in Å:
P: 0.025 -0.237 -1.436
P: 1.167 2.747 -0.432
C: 0.158 1.255 -2.570
C: 1.458 1.838 -2.017
H: -0.766 1.836 -2.385
H: 0.222 1.027 -3.641
H: 2.174 1.021 -1.780
H: 1.947 2.538 -2.685
C: -0.508 3.503 -0.602
H: -0.840 3.956 0.344
H: -1.268 2.738 -0.864
H: -0.481 4.264 -1.393
C: 2.599 3.839 -0.440
H: 2.178 4.823 -0.133
H: 3.036 3.866 -1.473
H: 3.373 3.435 0.272
C: -1.202 -0.980 -2.796
H: -1.419 -2.057 -2.795
H: -0.786 -0.763 -3.802
H: -2.157 -0.450 -2.730
C: 1.312 -1.315 -2.295
H: 2.216 -1.256 -1.668
H: 1.480 -0.924 -3.323
H: 0.958 -2.370 -2.375
Ti: 1.834 1.530 1.187
C: -2.567 -1.200 0.142
C: -3.238 -2.289 -0.308
C: -3.119 -3.782 -0.008
C: -1.798 -4.528 0.149
C: -0.765 -3.956 -0.736
C: 0.021 -3.047 -0.164
C: -0.208 -2.123 1.043
C: -1.483 -1.148 1.181
C: 2.296 -0.340 2.509
H: -2.711 -0.235 -0.422
H: -4.103 -2.158 -1.023
H: -3.667 -4.279 -0.819
H: -3.626 -4.076 0.917
H: -1.425 -4.450 1.190
H: -1.943 -5.581 -0.129
H: -0.652 -4.462 -1.712
H: 1.064 -2.964 -0.512
H: 0.724 -1.524 1.087
H: -0.130 -2.647 2.019
H: -1.970 -1.167 2.192
H: -1.023 -0.132 1.217
H: 2.896 0.249 3.209
H: 2.984 -0.911 1.882
H: 1.618 -1.011 3.073
C: 0.707 3.794 4.232
C: 1.057 2.958 3.042
O: 2.214 3.097 2.531
O: 0.307 2.046 2.493
H: 1.620 4.167 4.720
H: 0.111 3.188 4.935
H: 0.099 4.648 3.904

Results of the Löwdin charge analysis, in e, for atoms 1 through 8: 0.9950 0.6926 -0.4340 -0.4364 0.0535 0.0771 0.0566 0.0680

=====

A molecular structure, C17H35F6O21S2V3, computed with wB97M-V/def2-TZVPD.

For the energy, the calculation gives -6475.7514 hartree. The HOMO energy comes out at -6.71 eV. As for the net charge: 0. The LUMO energy comes out at -4.097 eV.

Positions of all 84 atoms, in Å:
O: -16.048 -0.875 21.294
V: -15.271 -2.266 21.038
O: -16.130 -3.530 21.417
O: -7.693 -3.933 24.233
V: -8.615 -4.626 23.144
O: -8.510 -6.137 23.273
O: -12.075 -7.013 27.612
V: -13.623 -7.016 27.470
O: -14.156 -6.620 28.904
C: -12.351 -1.481 26.815
F: -11.021 -1.491 26.834
F: -12.799 -1.785 28.068
F: -12.814 -0.321 26.386
S: -12.811 -2.833 25.415
O: -11.509 -3.320 24.806
O: -13.443 -3.882 26.195
O: -13.705 -2.366 24.334
S: -10.769 -3.624 19.882
O: -12.108 -3.138 20.152
O: -10.419 -3.525 18.437
O: -9.769 -2.926 20.706
O: -10.577 -4.938 20.384
C: -17.312 -6.715 25.550
O: -16.597 -7.609 26.396
C: -17.146 -8.904 26.446
C: -16.491 -9.798 27.492
O: -15.073 -9.653 27.616
C: -14.384 -10.654 28.362
H: -16.886 -5.712 25.557
H: -18.322 -6.581 25.937
H: -17.375 -6.988 24.496
H: -17.165 -9.405 25.478
H: -18.177 -8.921 26.799
H: -16.697 -10.863 27.386
H: -16.917 -9.390 28.409
H: -14.738 -10.850 29.374
H: -13.350 -10.310 28.367
H: -14.411 -11.594 27.811
C: -6.575 1.065 24.107
O: -7.110 0.845 22.807
C: -7.680 2.066 22.269
C: -6.561 2.997 21.848
O: -5.942 2.408 20.699
C: -5.124 3.272 19.941
H: -5.614 0.553 24.158
H: -7.221 0.532 24.805
H: -6.452 2.107 24.400
H: -8.274 2.579 23.025
H: -8.199 1.753 21.362
H: -5.958 3.319 22.697
H: -7.070 3.906 21.529
H: -5.698 4.195 19.854
H: -4.891 2.802 18.985
H: -4.192 3.538 20.441
C: -10.563 5.502 28.819
O: -10.863 4.351 29.672
C: -12.208 3.930 29.609
C: -13.178 4.845 30.414
O: -13.748 5.731 29.430
C: -14.709 6.509 30.041
H: -11.459 6.079 28.591
H: -9.982 5.065 28.007
H: -9.851 6.152 29.327
H: -12.308 2.973 30.122
H: -12.574 3.715 28.605
H: -12.513 5.465 31.014
H: -13.901 4.353 31.065
H: -15.000 7.157 29.214
H: -14.492 6.949 31.014
H: -15.559 5.865 30.269
C: -6.746 -0.940 29.640
C: -7.918 -0.570 30.535
O: -8.507 -1.678 30.989
C: -9.573 -1.538 31.923
O: -9.973 -0.564 32.519
C: -10.285 -2.863 32.047
F: -9.865 -3.791 31.107
F: -9.970 -3.293 33.297
F: -11.622 -2.722 31.968
H: -7.188 -1.613 28.905
H: -6.032 -1.491 30.252
H: -6.242 -0.092 29.176
H: -8.613 0.167 30.132
H: -7.435 -0.227 31.450

Results of the Löwdin charge analysis, in e, for atoms 1 through 8: -0.2964 1.2301 -0.2749 -0.2796 1.2290 -0.2423 -0.2084 1.1990

=====

A molecular structure, C17H36BBrCl3F7LiMgN5NaO10PS2V, computed with wB97M-V/def2-TZVPD.

For the energy, the calculation gives -8825.2726 hartree. The HOMO energy comes out at -9.11 eV. As for the net charge: +1. The LUMO energy comes out at -7.901 eV.

Positions of all 87 atoms, in Å:
C: 6.196 -1.792 -0.625
C: 4.814 -2.050 -1.188
O: 4.300 -0.821 -1.834
C: 3.211 -0.287 -1.233
O: 3.026 -0.405 -0.052
C: 2.302 0.486 -2.124
C: 0.882 -0.072 -2.174
C: 0.053 0.851 -3.064
C: -1.453 0.607 -3.028
B: -2.154 2.008 -3.547
N: -3.468 2.450 -3.177
O: -1.362 2.727 -4.401
N: -1.990 -0.023 -1.778
C: -1.971 0.785 -0.532
N: -3.110 1.612 -0.320
C: -2.985 2.349 0.947
C: -3.055 -0.780 -2.146
N: -3.723 -1.678 -1.476
S: -5.324 -2.620 -2.386
C: -3.404 -2.046 -0.120
Cl: -4.358 -1.080 1.039
C: -3.696 -3.515 0.162
C: -3.003 -3.968 1.445
N: -3.347 -0.523 -3.484
C: -1.990 -0.424 -4.011
F: -1.349 -1.634 -3.715
Br: -1.834 -0.183 -5.863
H: 6.659 -0.984 -1.182
H: 6.780 -2.700 -0.709
H: 6.138 -1.465 0.407
H: 4.886 -2.797 -1.953
H: 4.135 -2.427 -0.436
H: 2.662 0.479 -3.145
H: 2.271 1.520 -1.803
H: 0.921 -1.047 -2.657
H: 0.447 -0.104 -1.176
H: 0.418 0.848 -4.083
H: 0.212 1.855 -2.677
H: -3.573 3.451 -3.304
H: -4.225 2.030 -3.700
H: -1.881 3.012 -5.157
H: -1.073 1.395 -0.566
H: -1.822 0.085 0.304
H: -3.959 1.067 -0.301
H: -2.205 1.933 1.588
H: -2.694 3.374 0.742
H: -3.914 2.317 1.502
H: -4.779 -3.355 -3.365
H: -2.348 -1.883 0.079
H: -4.760 -3.613 0.342
H: -3.383 -4.136 -0.672
H: -3.064 -5.049 1.502
H: -3.553 -3.597 2.302
H: -1.967 -3.644 1.493
H: -3.795 -1.279 -3.991
Cl: 3.791 -1.878 -3.729
Na: 1.156 -1.162 0.919
F: 6.751 2.513 0.062
P: 5.335 2.883 -0.657
F: 6.189 2.981 -2.051
F: 5.734 4.446 -0.423
F: 4.102 2.551 -1.758
F: 4.011 3.357 0.312
F: 4.930 1.349 -0.086
O: 1.288 1.894 2.427
H: 1.847 2.593 2.796
C: 1.859 0.224 6.009
S: 3.372 1.143 6.042
O: 3.673 1.625 4.690
C: 4.474 -0.118 6.490
H: 1.036 0.890 5.761
H: 1.939 -0.564 5.259
H: 1.801 -0.175 7.025
H: 4.365 -0.950 5.638
H: 4.205 -0.550 7.467
H: 5.484 0.283 6.506
O: 0.266 -1.289 10.958
V: 1.533 -1.020 10.001
O: 2.531 -0.663 8.682
Cl: 4.944 -1.280 3.984
Li: 2.731 2.777 1.145
C: -7.579 0.865 -2.143
O: -7.245 -0.024 -3.063
O: -6.480 1.538 -1.648
O: -8.674 1.111 -1.741
H: -5.726 1.187 -2.137
Mg: -7.384 -1.789 -3.438

Results of the Löwdin charge analysis, in e, for atoms 1 through 8: -0.0294 -0.2469 -0.1977 -0.4980 0.0568 -0.1138 -0.1547 -0.1051

=====

2 unconnected molecules or ions with the total composition C17H36BFIN2O3, computed with wB97M-V/def2-TZVPD.

For the energy, the calculation gives -1427.0629 hartree. The HOMO energy comes out at -4.70 eV. As for the net charge: -1. The LUMO energy comes out at 2.723 eV.

Positions of all 61 atoms, in Å:
C: -2.296 -3.198 3.638
C: -1.559 -1.848 3.610
C: -0.263 -1.835 2.780
C: 0.785 -0.877 3.355
C: 1.957 -0.522 2.433
C: 1.565 0.345 1.188
C: 1.490 -0.613 -0.033
C: 2.743 -1.331 -0.590
C: 3.095 -1.091 -2.061
F: 3.883 -1.040 0.184
O: 0.262 0.845 1.353
B: 0.334 2.156 2.058
O: 1.698 2.666 1.626
C: 2.407 1.702 1.013
I: 4.453 1.693 1.990
C: 2.730 2.182 -0.418
C: 1.495 2.648 -1.179
C: 0.891 3.969 -0.750
N: 1.026 1.944 -2.134
H: -2.764 -3.389 4.611
H: -1.612 -4.028 3.433
H: -3.094 -3.245 2.887
H: -1.334 -1.523 4.634
H: -2.229 -1.083 3.198
H: -0.503 -1.530 1.758
H: 0.147 -2.857 2.753
H: 1.215 -1.353 4.250
H: 0.287 0.036 3.688
H: 2.723 -0.040 3.032
H: 2.412 -1.459 2.080
H: 0.946 -0.114 -0.836
H: 0.841 -1.418 0.336
H: 2.589 -2.409 -0.456
H: 2.274 -0.610 -2.594
H: 3.977 -0.447 -2.132
H: 3.345 -2.037 -2.555
H: 0.269 2.038 3.286
H: -0.537 2.923 1.651
H: 3.360 3.070 -0.280
H: 3.309 1.456 -0.987
H: -0.015 3.762 -0.166
H: 1.555 4.533 -0.095
H: 0.622 4.555 -1.634
H: 0.201 2.405 -2.527
C: -3.082 0.570 -1.364
C: -3.130 0.694 -2.885
C: -3.293 -0.646 -3.612
O: -2.122 -1.433 -3.667
C: -1.832 -2.190 -2.507
N: -1.951 1.437 -3.320
H: -2.115 0.201 -1.022
H: -3.222 1.548 -0.906
H: -3.860 -0.101 -0.993
H: -4.013 1.291 -3.143
H: -3.554 -0.448 -4.655
H: -4.115 -1.224 -3.165
H: -2.752 -2.551 -2.033
H: -1.257 -1.621 -1.772
H: -1.238 -3.047 -2.822
H: -2.001 1.661 -4.309
H: -1.144 0.825 -3.227

Results of the Löwdin charge analysis, in e, for atoms 1 through 8: -0.1234 -0.2549 -0.2181 -0.1990 -0.1505 -0.4123 -0.0612 -0.3411

=====

2 unconnected molecules or ions with the total composition C17H36BrN2O9P, computed with wB97M-V/def2-TZVPD.

For the energy, the calculation gives -4371.4001 hartree. The HOMO energy comes out at -9.43 eV. As for the net charge: 0. As for the structure (SMILES): CCOCCOCCOCN(CCCP(=O)(OCC)OCC)C(=O)OBr.CC(N)=O. The LUMO energy comes out at -0.680 eV.

Positions of all 66 atoms, in Å:
C: -5.421 -3.159 -3.790
C: -3.905 -3.178 -3.722
O: -3.422 -4.514 -3.627
C: -2.590 -4.757 -2.506
C: -3.377 -4.914 -1.208
O: -2.991 -3.910 -0.294
C: -3.566 -4.102 0.974
C: -3.311 -2.886 1.868
O: -2.290 -2.081 1.326
C: -1.895 -1.086 2.229
N: -0.972 -0.183 1.544
C: -0.075 0.472 2.543
C: 1.098 -0.433 2.873
C: 2.051 -0.620 1.691
P: 2.870 0.907 1.219
O: 2.708 2.010 2.183
O: 4.400 0.495 0.990
C: 5.427 1.329 1.560
C: 6.761 0.682 1.239
O: 2.289 1.184 -0.225
C: 3.051 2.037 -1.125
C: 2.303 2.113 -2.427
C: -1.688 0.811 0.831
O: -1.735 0.922 -0.351
O: -2.379 1.650 1.691
Br: -2.325 3.403 1.187
H: -5.762 -2.179 -4.118
H: -5.768 -3.920 -4.487
H: -5.848 -3.388 -2.816
H: -3.579 -2.603 -2.852
H: -3.484 -2.718 -4.617
H: -1.850 -3.964 -2.398
H: -2.083 -5.692 -2.733
H: -3.191 -5.903 -0.771
H: -4.446 -4.852 -1.433
H: -3.169 -5.014 1.430
H: -4.649 -4.230 0.866
H: -3.006 -3.243 2.859
H: -4.228 -2.304 1.999
H: -2.779 -0.553 2.607
H: -1.373 -1.531 3.079
H: 0.328 1.374 2.083
H: -0.619 0.797 3.431
H: 1.630 0.016 3.712
H: 0.754 -1.411 3.211
H: 1.501 -1.028 0.844
H: 2.817 -1.349 1.951
H: 5.380 2.324 1.122
H: 5.288 1.404 2.635
H: 6.928 0.707 0.164
H: 7.567 1.193 1.757
H: 6.728 -0.365 1.534
H: 4.035 1.617 -1.321
H: 3.115 3.021 -0.682
H: 2.153 1.109 -2.823
H: 1.334 2.589 -2.319
H: 2.921 2.657 -3.139
O: 2.532 5.035 -1.424
C: 1.734 5.842 -0.988
N: 1.173 6.793 -1.780
C: 1.307 5.838 0.461
H: 0.511 7.464 -1.439
H: 1.437 6.815 -2.749
H: 2.187 5.973 1.086
H: 0.872 4.867 0.693
H: 0.584 6.620 0.691

Results of the Löwdin charge analysis, in e, for atoms 1 through 8: -0.0745 -0.2689 -0.1558 -0.1762 -0.1852 -0.1357 -0.1883 -0.1796

=====

A molecular structure, C17H36Cr2N2O23S, computed with wB97M-V/def2-TZVPD.

For the energy, the calculation gives -4995.8626 hartree. As for the spin multiplicity: 9. The HOMO energy (alpha / beta) comes out at -15.08 / -15.08 eV. As for the net charge: +2. The LUMO energy (alpha / beta) comes out at -7.600 / -6.985 eV.

Positions of all 81 atoms, in Å:
Cr: -9.077 11.387 24.695
Cr: -7.280 8.867 20.329
S: -8.167 9.870 22.644
O: -7.651 8.517 22.396
O: -8.115 10.464 21.273
O: -9.521 9.973 23.238
O: -7.401 10.702 23.587
C: -11.317 8.595 21.040
O: -12.587 9.226 21.094
C: -13.090 9.556 19.890
O: -12.633 9.237 18.828
O: -14.185 10.274 20.101
C: -14.795 10.919 18.952
H: -11.374 7.793 20.305
H: -11.051 8.217 22.020
H: -10.539 9.320 20.769
H: -15.458 10.181 18.509
H: -14.081 11.278 18.215
H: -15.333 11.742 19.410
C: -9.679 9.540 28.572
O: -8.356 9.051 28.293
C: -7.960 9.102 27.041
O: -8.613 9.611 26.125
O: -6.801 8.514 26.928
C: -6.332 8.228 25.599
H: -9.850 9.301 29.616
H: -10.457 9.119 27.940
H: -9.686 10.626 28.455
H: -7.019 7.558 25.087
H: -5.351 7.772 25.673
H: -6.179 9.156 25.054
C: -6.174 12.763 20.193
O: -5.013 12.305 19.517
C: -4.783 11.019 19.458
O: -5.606 10.156 19.800
O: -3.596 10.784 19.002
C: -3.186 9.383 18.932
H: -6.121 12.504 21.250
H: -7.090 12.398 19.732
H: -6.207 13.846 20.097
H: -3.194 8.974 19.938
H: -2.193 9.413 18.502
H: -3.873 8.858 18.274
C: -12.106 11.986 22.552
O: -11.729 13.371 22.479
C: -10.563 13.714 22.954
O: -9.794 12.997 23.607
O: -10.321 14.962 22.671
C: -9.090 15.552 23.116
H: -12.510 11.712 23.527
H: -11.279 11.306 22.351
H: -12.856 11.826 21.785
H: -9.023 16.488 22.574
H: -8.242 14.893 22.935
H: -9.100 15.747 24.189
C: -4.746 2.940 22.687
O: -5.192 4.085 23.397
C: -6.367 4.635 23.165
O: -6.868 5.470 23.871
O: -6.923 4.188 22.014
C: -8.157 4.792 21.708
H: -4.767 3.121 21.609
H: -5.398 2.081 22.850
H: -3.726 2.670 22.935
H: -8.821 4.767 22.575
H: -8.689 4.248 20.934
H: -8.046 5.861 21.504
C: -10.186 6.919 24.449
N: -10.706 5.625 23.898
O: -10.485 4.633 24.556
O: -11.270 5.663 22.823
H: -10.982 7.651 24.354
H: -9.348 7.169 23.802
H: -9.867 6.726 25.465
C: -4.723 12.266 24.463
N: -4.314 10.955 23.850
O: -4.293 10.867 22.634
O: -3.837 10.143 24.608
H: -4.803 13.010 23.680
H: -3.913 12.507 25.145
H: -5.639 12.150 25.039

Results of the Löwdin charge analysis, in e, for atoms 1 through 8: 1.1086 1.1882 0.3523 -0.3249 -0.3637 -0.3635 -0.3584 -0.0514

=====

2 unconnected molecules or ions with the total composition C17H36N2O3, computed with wB97M-V/def2-TZVPD.

For the energy, the calculation gives -1004.2802 hartree. The HOMO energy comes out at -9.03 eV. As for the net charge: 0. As for the structure (SMILES): CCC[C@H](C)[C@@H](COCC)OC[C@H](CN)OC.CCCC#N. The LUMO energy comes out at 0.636 eV.

Positions of all 58 atoms, in Å:
C: 2.556 4.231 2.062
C: 1.935 3.711 0.624
C: 0.292 3.588 0.632
C: -0.101 2.352 -0.373
C: -1.462 2.645 -1.286
C: -0.342 0.907 0.366
C: 0.627 -0.236 -0.345
O: 0.165 -1.596 0.056
C: 0.859 -2.640 -0.720
C: 2.426 -2.803 -0.192
O: -0.083 0.904 1.819
C: -1.373 0.588 2.450
C: -1.346 0.568 4.098
C: -2.946 0.721 4.564
N: -3.864 -0.209 3.767
O: -0.622 1.692 4.713
C: 0.816 1.415 4.866
H: 3.656 3.810 2.200
H: 2.524 5.421 2.160
H: 1.864 3.837 2.942
H: 2.463 2.693 0.382
H: 2.217 4.544 -0.183
H: -0.180 3.526 1.703
H: -0.114 4.581 0.108
H: 0.828 2.202 -1.100
H: -2.054 1.673 -1.565
H: -2.175 3.426 -0.743
H: -1.080 3.119 -2.292
H: -1.451 0.557 0.215
H: 0.513 -0.059 -1.519
H: 1.762 -0.043 -0.096
H: 0.328 -3.673 -0.460
H: 0.808 -2.487 -1.888
H: 2.795 -1.893 0.456
H: 3.120 -2.891 -1.158
H: 2.492 -3.793 0.469
H: -2.190 1.358 2.109
H: -1.673 -0.507 2.115
H: -1.010 -0.484 4.551
H: -3.093 0.655 5.723
H: -3.257 1.823 4.229
H: -4.140 0.242 2.857
H: -3.421 -1.147 3.613
H: 1.410 2.400 4.564
H: 1.140 1.047 5.928
H: 1.205 0.584 4.102
C: -0.326 -2.475 -5.484
C: -0.159 -3.733 -6.328
C: -0.239 -5.018 -5.504
C: 0.848 -5.115 -4.522
N: 1.704 -5.180 -3.740
H: 0.469 -2.385 -4.738
H: -0.287 -1.585 -6.119
H: -1.288 -2.480 -4.961
H: 0.797 -3.684 -6.862
H: -0.949 -3.752 -7.088
H: -0.186 -5.878 -6.183
H: -1.207 -5.074 -4.994

Results of the Löwdin charge analysis, in e, for atoms 1 through 8: -0.1451 -0.2495 -0.1693 -0.2784 -0.0982 -0.2550 -0.1298 -0.2199

=====

Max |F| in eV/A, matching the order above: 6.99, 6.30, 2.31, 0.92, 1.06, 2.29, 2.73